[1]
C18H39NO2 | the ωB97M-V functional and the def2-TZVPD basis

Output
LUMO level = 0.882 eV
Max |F| = 1.09 eV Å⁻¹
Net charge = 0
Molar mass = 301.51 g mol⁻¹
SMILES string = CCCCCCCCCCCCCCC[C@@H](O)[C@H](N)CO
ΔE to the lowest compared entry with this formula, charge and spin = 5.3 kcal/mol
Electronic energy = -914.4899 Ha
Orbital gap = 0.3741 hartree

```
60
Properties=species:S:1:pos:R:3:forces:R:3
C 7.63336 1.41083 0.41579 -0.18 0.13 -0.02
C 6.48167 1.77448 -0.51529 0.22 -0.09 -0.10
C 6.30610 0.79262 -1.68237 -0.33 0.13 0.04
C 5.23323 -0.27349 -1.45151 0.34 -0.04 0.09
C 5.56904 -1.25893 -0.33453 -0.22 -0.12 -0.20
C 4.62261 -2.46080 -0.29176 -0.06 0.14 0.02
C 3.15459 -2.11172 -0.04170 0.24 -0.02 0.18
C 2.90669 -1.49002 1.33120 -0.27 -0.17 -0.15
C 1.42719 -1.20459 1.59443 0.27 0.25 -0.09
C 0.90379 -0.00380 0.80895 -0.27 -0.30 0.27
C -0.57885 0.24992 1.07014 0.25 0.26 -0.33
C -1.07913 1.48451 0.32322 -0.21 -0.06 0.32
C -2.56396 1.77138 0.54842 0.17 -0.14 -0.33
C -3.47829 0.75559 -0.13159 -0.14 0.29 0.27
C -4.95094 1.12948 0.01716 0.19 -0.58 -0.25
C -5.87148 0.07358 -0.60008 -0.27 1.05 -0.11
O -5.65731 -1.19802 -0.01898 0.06 -0.42 0.26
C -7.35422 0.49665 -0.46410 0.04 -0.57 -0.32
N -7.71272 0.47483 0.95053 -0.08 -0.07 0.16
C -8.25861 -0.43583 -1.29830 0.13 0.57 -0.05
O -8.27929 -1.73797 -0.77473 0.12 -0.50 0.12
H 7.71060 2.13762 1.22215 0.08 0.02 0.11
H 7.49240 0.42727 0.85436 0.04 -0.12 0.07
H 8.57425 1.40878 -0.13081 0.12 -0.02 -0.02
H 5.55269 1.82775 0.05624 -0.09 0.07 0.01
H 6.67219 2.77366 -0.91411 -0.08 0.02 0.05
H 7.26099 0.30650 -1.89340 0.07 -0.02 -0.08
H 6.02354 1.35352 -2.57664 0.08 -0.03 -0.04
H 5.10013 -0.83351 -2.38138 -0.11 -0.03 -0.03
H 4.28894 0.22713 -1.22911 -0.11 0.02 -0.06
H 5.54770 -0.74818 0.62801 0.12 0.04 0.10
H 6.58439 -1.63328 -0.48945 0.07 0.05 0.08
H 4.96099 -3.14237 0.49328 0.00 -0.09 -0.03
H 4.69352 -2.99503 -1.24303 0.07 -0.07 0.00
H 2.80667 -1.43765 -0.82418 -0.10 -0.01 -0.09
H 2.56665 -3.03033 -0.11798 -0.08 0.02 -0.05
H 3.27867 -2.17669 2.09592 0.11 0.02 0.03
H 3.46443 -0.55679 1.42424 0.10 0.06 0.08
H 1.28739 -1.01003 2.66087 -0.08 -0.04 0.03
H 0.83746 -2.08902 1.34181 -0.06 -0.07 0.05
H 1.47743 0.88402 1.08743 0.07 0.06 -0.05
H 1.04850 -0.16965 -0.26001 0.05 0.07 -0.09
H -0.74073 0.38745 2.14209 -0.06 -0.04 0.07
H -1.14667 -0.62782 0.75775 -0.06 -0.08 0.06
H -0.49935 2.35008 0.65384 0.08 0.02 -0.06
H -0.89748 1.35727 -0.74666 0.06 0.05 -0.08
H -2.79292 2.76467 0.15395 -0.06 0.07 0.07
H -2.77072 1.78790 1.62097 -0.05 0.07 0.07
H -3.22993 0.70119 -1.19422 0.07 -0.07 -0.08
H -3.32043 -0.23543 0.29513 0.03 -0.04 -0.07
H -5.14009 2.08782 -0.46876 -0.05 0.10 0.01
H -5.21008 1.23192 1.07350 -0.05 0.07 0.02
H -5.62939 -0.05287 -1.66141 -0.03 0.03 0.05
H -5.77445 -1.08806 0.93340 0.02 -0.04 0.04
H -7.45062 1.51773 -0.84436 0.02 -0.04 0.00
H -7.99006 -0.47552 1.19101 -0.10 0.17 -0.04
H -8.52151 1.06229 1.11682 0.07 -0.04 0.05
H -9.29316 -0.07956 -1.26899 0.10 0.04 -0.05
H -7.92103 -0.43518 -2.34521 -0.06 0.04 0.04
H -7.35438 -2.01630 -0.66788 -0.19 0.02 0.02
```
Forces are in eV/Å.

[2]
C18H39NO5PS | the ωB97M-V functional and the def2-TZVPD basis

Output
LUMO level = 2.745 eV
Max |F| = 4.16 eV Å⁻¹
Net charge = -1
Molar mass = 412.55 g mol⁻¹
ΔE to the lowest compared entry with this formula, charge and spin = 32.7 kcal/mol
Electronic energy = -1879.8220 Ha
Orbital gap = 0.2282 hartree

```
65
Properties=species:S:1:pos:R:3:forces:R:3
C 4.18506 -1.44547 1.55359 0.73 0.77 -0.07
C 3.52524 -0.12572 1.00366 -0.74 -0.45 0.36
C 2.45318 -0.33851 -0.10931 0.46 0.79 -0.35
C 2.98785 -1.02336 -1.41599 -0.94 -0.37 0.18
C 2.69845 -2.56877 -1.49668 0.03 0.61 -1.03
C 1.37927 -2.80662 -2.31445 0.71 -0.76 0.03
C 0.90200 -4.30062 -2.22533 -0.48 0.46 0.31
C 0.22069 -4.55503 -0.82358 -0.05 -0.20 -1.32
C -1.31576 -4.21551 -0.84898 0.63 -0.61 0.96
C -1.75982 -3.84173 0.60868 -1.27 -0.27 -0.08
C -2.98561 -2.85795 0.64932 0.84 0.09 -0.45
C -2.63039 -1.53144 -0.12048 0.02 0.30 0.96
C -2.81165 -0.22040 0.75574 -0.23 -0.25 -0.78
C -3.53926 0.94922 -0.05769 1.15 -0.21 1.00
N -2.52362 1.94293 -0.43832 1.00 -0.94 -2.83
P -2.12654 1.82888 -2.07181 -2.24 3.05 1.73
O -3.10405 2.55514 -2.98290 1.59 -1.67 0.50
O -0.62076 2.62750 -2.24200 -1.37 -1.61 0.10
O -1.90615 0.25478 -2.64244 0.25 1.32 0.01
H 3.84366 -2.37345 1.06057 0.02 0.54 0.38
H 4.04914 -1.49641 2.65504 -0.04 -0.25 -0.72
H 5.28523 -1.37154 1.38680 -0.67 -0.28 0.12
H 3.01258 0.36333 1.86347 0.35 -0.11 -0.67
H 4.29840 0.58723 0.65069 -0.42 -0.47 0.11
H 2.09667 0.67584 -0.41254 0.20 -0.61 0.41
H 1.54505 -0.84449 0.29831 0.70 0.04 -0.33
H 2.41756 -0.56169 -2.25994 0.55 -0.33 0.44
H 4.05702 -0.81292 -1.62008 -0.50 0.00 0.43
H 2.67155 -3.05983 -0.50522 -0.01 0.33 -0.52
H 3.52530 -3.01773 -2.09841 -0.53 -0.01 0.58
H 0.58220 -2.10957 -1.97828 0.30 -0.47 -0.05
H 1.62501 -2.53479 -3.36704 -0.32 -0.15 0.60
H 1.74112 -5.01410 -2.39961 -0.35 0.64 0.18
H 0.15685 -4.50746 -3.03062 0.44 0.13 0.53
H 0.75495 -3.94320 -0.06541 -0.41 -0.44 -0.35
H 0.34249 -5.63466 -0.57673 -0.04 0.74 0.14
H -1.57257 -3.45618 -1.61370 0.28 -0.18 0.58
H -1.85146 -5.15129 -1.13077 0.24 0.67 -0.03
H -2.11144 -4.78516 1.09608 0.55 0.56 -0.13
H -0.90288 -3.45432 1.19844 -0.52 -0.03 -0.38
H -3.84737 -3.41172 0.21603 0.35 0.54 0.16
H -3.24759 -2.57716 1.69180 0.18 -0.43 -0.54
H -1.54242 -1.59034 -0.36815 -0.74 0.00 -0.09
H -3.19317 -1.39287 -1.06369 0.32 -0.31 0.49
H -3.33901 -0.41846 1.71885 0.14 -0.16 -0.65
H -1.79228 0.14204 1.01678 -0.82 0.03 -0.09
H -4.26948 1.38542 0.67317 0.31 -0.02 -0.77
H -4.08670 0.53226 -0.93897 0.03 0.09 0.74
H 0.01341 1.90921 -2.33722 0.39 0.22 0.07
H -1.18369 -0.19265 -2.19185 -0.08 -0.05 0.30
C -0.92817 5.79793 2.67478 0.00 0.15 -0.09
C -1.23956 5.47716 1.20944 -0.20 -0.17 0.10
C 0.09581 5.25247 0.49631 -0.33 0.08 -0.39
S 1.23745 4.65695 1.74133 -0.38 -0.29 -0.24
O 2.27752 5.64530 1.92872 0.14 -0.20 0.03
O 1.54379 3.26743 1.49475 0.42 0.29 0.13
C 0.10063 4.76364 3.11528 -0.28 0.13 0.36
H -1.82337 5.76181 3.29685 0.04 -0.01 -0.01
H -0.50315 6.80351 2.75159 0.02 -0.04 0.07
H -1.84213 4.56587 1.15334 0.07 0.00 -0.10
H -1.80960 6.27565 0.73375 0.04 -0.04 -0.02
H 0.00717 4.51015 -0.29805 0.10 -0.06 0.07
H 0.49617 6.18219 0.09209 0.13 -0.06 0.10
H 0.63843 5.04739 4.01850 0.14 -0.08 -0.09
H -0.35728 3.78197 3.24249 0.06 0.00 -0.08
```
Forces are in eV/Å.

Question: The lowest molar mass belongs to which entry?
Answer: C18H39NO2